Entry 1:
This record from OMol25 describes a structure of composition C9H14FN2. The level of theory is ωB97M-V/def2-TZVPD.

XYZ file:
```
26
Properties=species:S:1:pos:R:3:nbo_charge:R:1
H 1.7403 0.4047 -1.2469 0.435
C -0.2434 -0.1454 -1.6353 -0.227
F 0.2791 0.5030 2.3395 -0.370
H 1.2984 1.7522 0.5555 0.230
C -0.3938 -0.4232 1.5128 0.353
C 0.6097 1.5523 -0.2066 -0.203
H 0.8276 2.1438 -1.0501 0.218
H -2.3499 0.4410 1.0332 0.262
N 0.9165 0.2053 -0.8078 -0.366
C -0.6343 -1.6250 2.2122 -0.145
C -0.7793 1.6332 0.3667 -0.419
H 2.4531 0.0024 1.5924 0.397
H -1.3532 2.0717 -0.3809 0.224
C -1.3975 -0.4501 -0.6689 -0.421
H -2.2934 -0.1589 -1.2471 0.247
N 2.3861 -0.7239 0.8829 -0.850
H -1.4855 -1.4902 -0.5394 0.238
H 0.1239 -0.9652 -2.2392 0.239
H 0.8581 -1.8742 -0.0957 0.236
H -0.7321 2.3675 1.2546 0.268
C 1.1110 -0.8225 0.2355 0.109
H -0.5961 0.6758 -2.3140 0.242
H -1.1096 -3.7033 3.0085 0.268
H 2.6426 -1.6582 1.3549 0.416
C -0.9968 -2.7025 2.5665 -0.088
C -1.3360 0.2983 0.6285 -0.292
```

As for the charge: +1. The multiplicity is 1. The relative energy (zero: lowest compared OMol25 entry of this formula, charge and spin) is 2.178 eV.

=====

Entry 2:
This record from OMol25 describes a cluster of 4 separate species, C19H44BBrO20P4 in total. The level of theory is ωB97M-V/def2-TZVPD.

XYZ file:
```
89
Properties=species:S:1:pos:R:3:lowdin_charge:R:1
H -0.5926 0.5399 -5.4898 0.042
B 2.4136 1.3760 -1.5938 -0.528
H -9.5372 3.9616 2.6513 0.093
C 1.7116 -6.1411 2.8278 -0.104
H 5.8392 0.1188 1.6478 0.093
O -0.0789 0.8047 -0.6583 -0.013
H -3.4557 1.1317 -1.7889 0.125
H -1.6629 -7.9774 -0.6324 0.088
C -1.4751 0.5749 -2.7936 -0.211
H -0.0736 2.2703 -5.1715 0.036
C 4.1843 -0.2259 -1.3372 -0.061
H -5.8892 3.9952 5.7642 0.092
C -3.4924 -1.0276 -2.5510 -0.169
C 10.2891 1.7928 -0.4663 -0.100
O 7.6848 0.0310 -0.4281 -0.232
P 8.0392 1.0686 0.5648 0.393
H 5.1715 1.6047 2.3511 0.095
O 9.0240 2.2091 0.0289 -0.222
O 6.8032 1.9031 1.1431 -0.214
H -5.3934 5.2005 4.5546 0.087
O 1.0886 -0.6536 -2.0227 -0.045
H 4.9193 1.2549 0.6271 0.064
O 8.7712 0.5105 1.8777 -0.217
H -3.0516 -8.3105 0.4245 0.092
H 4.5880 -0.9792 -0.5578 0.116
H -2.4708 -0.0399 -0.7786 0.124
P -0.0710 -6.8677 1.1130 0.387
H -3.3135 -1.9329 -1.8758 0.130
H -1.0739 -0.3306 -3.3864 0.105
O 0.0938 -5.6762 0.0544 -0.214
H -4.1444 3.4330 1.3189 0.085
O 0.0526 -1.5535 -0.0658 0.140
H 1.9604 -6.9733 3.4888 0.092
O -5.4402 4.9252 2.0034 -0.221
H 5.0963 0.3967 -1.6776 0.117
H 10.4923 2.3218 -1.3979 0.093
C 5.6231 1.1727 1.4566 -0.090
Br -0.5572 3.2144 -2.3274 0.786
H 8.5354 1.2529 3.7784 0.092
H 10.1987 1.2400 3.1533 0.091
H -9.2662 4.3242 4.3694 0.091
O 0.6769 -8.0977 0.7741 -0.233
O 0.3278 -6.1946 2.5097 -0.219
C -2.3449 -7.5447 0.1032 -0.101
P -6.4157 3.7850 2.5571 0.392
H -4.2322 3.9847 5.1230 0.092
H -1.8315 1.3384 -3.5831 0.090
H -5.7915 1.5964 -0.8082 0.080
H 0.6011 -1.4647 -4.5244 0.042
C -8.8235 3.8864 3.4735 -0.100
C -6.3645 0.8860 -1.4970 0.003
O -6.7748 2.7383 1.5758 -0.232
O -1.6545 -7.0532 1.2431 -0.223
C -2.7243 0.2377 -1.8536 -0.109
H 10.3204 0.7173 -0.6548 0.089
H 3.7421 -0.8541 -2.1857 0.105
H -1.2987 -4.5143 1.1082 0.092
C -4.1782 4.5100 1.4996 -0.099
H 0.1495 -3.6748 0.5137 0.067
O 1.5408 -1.2045 -4.6553 -0.318
H 9.0480 2.4646 2.5823 0.087
C 9.1545 1.4243 2.8956 -0.105
H -1.1201 -4.1689 -0.6236 0.088
C -0.5840 -4.4468 0.2854 -0.106
H -6.4250 1.3155 -2.5540 0.085
H -3.4032 4.7768 2.2207 0.091
O 3.2197 0.6362 -0.6551 -0.049
C -5.6139 -0.5400 -1.6117 -0.391
C 0.3286 1.2453 -5.5195 -0.291
O -7.6501 4.6179 3.1426 -0.218
C 1.2416 0.7319 -2.5375 -0.386
C -0.2128 1.2436 -2.0570 -0.645
O -5.6304 -1.3782 -0.6732 0.060
O 2.6723 2.7969 -1.7384 0.070
O -4.8884 -0.7639 -2.8333 -0.083
H -3.9857 5.0328 0.5621 0.092
H 0.6395 1.3019 -6.6233 0.060
H 2.3769 3.1930 -0.8826 0.116
H -3.0020 -1.2905 -3.5647 0.132
H -2.8964 -6.7234 -0.3587 0.089
O -5.6689 3.2399 3.8664 -0.215
H -7.4377 0.6983 -1.1441 0.099
H 1.9141 -5.2027 3.3462 0.089
H 11.0583 2.0513 0.2642 0.089
P 1.6361 0.5088 -4.3789 0.979
C 0.3119 -0.5915 -0.8032 -0.337
H -8.6026 2.8348 3.6698 0.089
H 2.3345 -6.1881 1.9318 0.089
C -5.2796 4.1628 4.8742 -0.103
```

As for the charge: 0. The SMILES is COB(O)[C@@]1(P(C)O)OC(=O)O[C@]1(Br)CCCOC(C)=O.COP(=O)(OC)OC.COP(=O)(OC)OC.COP(=O)(OC)OC. The multiplicity is 1.

=====

Values for gap between HOMO and LUMO, eV, ordered as above
10.00, 9.06